1.
# Ca2H12N2O12

Ca2H12N2O12 as an isolated structure at a distorted geometry (ωB97M-V/def2-TZVPD, OMol25).

Expectation value of S² = 0.757
LUMO (spin up / spin down) = -11.6 / -14.6 eV
Orbital gap (spin up / spin down) = 7.7 / 4.3 eV
E_tot = -64586.623 eV
Total charge = +3
Spin multiplicity = 2

Element x y z (Å)
Ca 1.278 2.913 -2.101
Ca -3.464 0.580 0.481
N 0.052 0.684 0.380
O 0.278 -0.078 1.269
O 0.927 1.034 -0.423
O -1.075 1.199 0.328
N -1.474 -2.049 -1.019
O -0.715 -2.805 -0.370
O -2.335 -1.384 -0.419
O -1.330 -1.896 -2.218
O 2.825 -0.876 2.061
H 2.009 -0.529 1.701
H 2.579 -1.231 2.915
O 2.012 -1.231 -1.896
H 2.038 -0.639 -1.144
H 1.080 -1.394 -2.041
O 0.816 -3.193 1.944
H 1.071 -2.339 2.292
H 0.300 -2.991 1.164
O -0.026 1.143 -3.109
H 0.095 0.975 -4.043
H -0.892 0.785 -2.910
O -0.932 3.593 -1.473
H -1.378 3.325 -0.670
H -1.452 4.325 -1.804
O -0.931 0.512 4.004
H -0.624 0.121 3.186
H -0.732 1.444 3.915



2.
# C23H33NOP2Pb

C23H33NOP2Pb as an isolated structure at a distorted geometry (ωB97M-V/def2-TZVPD, OMol25).

Energy relative to the best compared isomer or geometry (same formula, charge and spin) = 47.38 kcal per mole
LUMO (spin up / spin down) = -8.7 / -8.7 eV
Orbital gap (spin up / spin down) = 5.8 / 5.8 eV
E_tot = -51730.474 eV
Total charge = +2

Element x y z (Å)
C -0.968 0.030 -4.463
C -1.013 0.471 -3.111
C -1.939 -0.171 -2.218
C -2.672 -1.302 -2.617
C -2.627 -1.741 -3.991
C -1.726 -1.160 -4.853
C -3.271 -2.101 -1.538
C -3.666 -1.350 -0.360
C -2.919 -0.200 -0.034
C -3.013 0.419 1.269
C -3.939 -0.116 2.183
C -4.706 -1.317 1.864
C -4.659 -1.869 0.566
H -0.293 0.458 -5.193
H -3.296 -2.584 -4.306
H -1.660 -1.501 -5.917
H -3.982 -2.918 -1.882
H -4.050 0.284 3.196
H -5.420 -1.730 2.618
H -5.309 -2.714 0.277
N -1.786 0.121 -0.836
Pb -0.423 -1.095 -0.158
C -0.143 1.614 -2.691
H -0.717 2.311 -2.078
H 0.305 2.127 -3.562
C -2.146 1.578 1.640
H -2.122 2.287 0.802
H -2.518 2.061 2.561
P 1.204 0.880 -1.641
P -0.423 0.886 1.895
C -0.672 0.254 3.608
H 0.300 -0.059 3.992
H -1.125 0.982 4.306
H -1.307 -0.632 3.580
C 0.485 2.450 2.179
H 0.134 3.066 3.033
H 1.536 2.209 2.332
H 0.453 3.075 1.282
C 2.174 0.055 -2.977
H 2.405 0.759 -3.809
H 3.107 -0.329 -2.543
H 1.611 -0.795 -3.375
C 2.219 2.380 -1.269
H 3.060 2.074 -0.642
H 2.591 2.885 -2.189
H 1.616 3.086 -0.684
H -2.228 -2.513 -0.958
H 1.340 -1.725 -0.360
C 4.800 -1.303 1.590
C 4.366 -1.052 3.044
C 2.993 -0.364 2.926
O 2.847 0.190 1.568
C 4.076 -0.167 0.832
H 5.845 -1.208 1.405
H 4.432 -2.284 1.235
H 5.095 -0.406 3.512
H 4.281 -1.995 3.604
H 2.172 -1.096 3.086
H 2.891 0.474 3.651
H 4.663 0.738 0.827
H 3.736 -0.408 -0.210



3.
# C37H31BaClP2Si

C37H31BaClP2Si as an isolated structure at a distorted geometry (ωB97M-V/def2-TZVPD, OMol25).

LUMO = -0.9 eV
Orbital gap = 5.5 eV
E_tot = -78543.318 eV
Total charge = 0

Element x y z (Å)
Ba 1.247 -1.652 2.623
C -0.748 2.105 1.713
Si 0.532 0.965 0.955
C -0.110 1.022 -0.805
C 0.574 1.847 -1.729
C 0.085 2.092 -3.001
C -1.141 1.543 -3.384
C -1.837 0.739 -2.487
C -1.323 0.431 -1.211
P -2.211 -0.620 0.010
C -3.780 0.346 0.229
C -4.947 -0.225 0.778
C -6.088 0.547 1.002
C -6.089 1.914 0.703
C -4.939 2.492 0.186
C -3.799 1.713 -0.045
C -2.774 -2.101 -0.912
C -3.641 -2.052 -2.016
C -4.081 -3.208 -2.640
C -3.671 -4.459 -2.166
C -2.841 -4.537 -1.064
C -2.409 -3.355 -0.442
C 2.086 2.178 0.852
C 1.825 3.565 0.926
C 2.809 4.529 1.186
C 4.117 4.131 1.397
C 4.441 2.769 1.286
C 3.456 1.799 1.009
P 4.168 0.132 0.646
C 3.646 -0.976 2.099
C 3.391 -0.348 3.351
C 3.097 -1.104 4.501
C 3.048 -2.520 4.428
C 3.370 -3.166 3.217
C 3.685 -2.405 2.069
C 3.310 -0.427 -0.873
C 3.552 0.318 -2.034
C 2.955 -0.064 -3.236
C 2.124 -1.188 -3.296
C 1.890 -1.926 -2.155
C 2.492 -1.543 -0.956
H -1.032 2.921 1.028
H -0.413 2.554 2.672
H -1.659 1.520 1.923
H 1.513 2.318 -1.425
H 0.646 2.733 -3.688
H -1.553 1.746 -4.369
H -2.803 0.361 -2.789
H -4.977 -1.287 1.025
H -6.983 0.082 1.417
H -6.980 2.517 0.873
H -4.916 3.556 -0.045
H -2.906 2.186 -0.452
H -4.004 -1.098 -2.378
H -4.751 -3.144 -3.491
H -4.008 -5.367 -2.663
H -2.521 -5.505 -0.688
H -1.772 -3.429 0.397
H 0.798 3.916 0.781
H 2.538 5.586 1.217
H 4.888 4.860 1.620
H 5.475 2.465 1.402
H 3.400 0.739 3.395
H 2.893 -0.593 5.440
H 2.798 -3.101 5.312
H 3.344 -4.246 3.142
H 3.910 -2.920 1.144
H 4.193 1.196 -2.007
H 3.141 0.517 -4.127
H 1.654 -1.477 -4.230
H 1.229 -2.792 -2.168
H 2.284 -2.147 -0.084
Cl 1.101 -3.965 1.104



4.
# C43H104F30N3O3P7

A 10-piece molecular cluster, C43H104F30N3O3P7 overall at a distorted geometry (ωB97M-V/def2-TZVPD, OMol25).

Expectation value of S² = 0.754
LUMO (spin up / spin down) = 1.0 / 1.0 eV
Orbital gap (spin up / spin down) = 1.8 / 6.5 eV
E_tot = -203462.914 eV
Total charge = -1
Spin multiplicity = 2

Element x y z (Å)
C -1.482 2.655 -2.197
C -0.985 1.619 -3.260
C 0.357 1.098 -3.091
C 0.684 -0.104 -4.020
P 2.444 -0.594 -3.766
C 3.156 -1.866 -4.943
C 2.197 -2.135 -6.183
C 2.865 -3.323 -6.979
C 1.914 -3.981 -7.960
C 2.740 -1.227 -2.095
C 4.179 -1.656 -1.845
C 4.449 -2.123 -0.438
C 3.527 -3.300 0.035
C 3.543 0.904 -3.967
C 3.692 1.850 -2.779
C 4.655 3.129 -3.049
C 3.977 4.297 -3.833
H -1.089 3.657 -2.370
H -0.991 2.332 -1.279
H -2.560 2.662 -2.035
H -1.046 2.164 -4.202
H -1.640 0.755 -3.153
H 0.609 0.833 -2.064
H 0.864 2.023 -3.364
H 0.636 0.038 -5.100
H 0.115 -1.005 -3.789
H 3.552 -2.794 -4.532
H 4.073 -1.425 -5.334
H 2.012 -1.206 -6.723
H 1.208 -2.524 -5.943
H 3.247 -4.182 -6.426
H 3.729 -2.885 -7.479
H 1.472 -3.247 -8.633
H 1.091 -4.421 -7.397
H 2.363 -4.738 -8.603
H 2.114 -2.104 -1.929
H 2.402 -0.494 -1.362
H 4.828 -0.816 -2.090
H 4.472 -2.419 -2.567
H 4.318 -1.338 0.306
H 5.489 -2.447 -0.478
H 2.516 -3.024 0.335
H 4.046 -3.683 0.914
H 3.374 -4.052 -0.740
H 3.151 1.395 -4.858
H 4.546 0.663 -4.318
H 4.091 1.232 -1.975
H 2.767 2.322 -2.448
H 5.595 2.842 -3.519
H 5.053 3.608 -2.154
H 4.078 4.016 -4.881
H 4.600 5.179 -3.676
H 2.918 4.496 -3.671
C -2.577 1.396 3.400
C -2.263 2.279 4.745
C -0.939 3.033 4.490
C 0.287 2.142 4.777
P 0.898 2.294 6.596
C 2.568 1.484 6.891
C 3.722 1.613 5.916
C 3.687 0.713 4.624
C 3.942 -0.779 4.882
C 1.153 4.019 7.057
C 1.845 4.917 6.080
C 1.586 6.362 6.159
C 1.860 6.937 7.570
C -0.305 1.350 7.686
C -1.437 2.317 8.344
C -2.559 1.542 9.110
C -3.826 2.402 9.087
H -3.439 0.759 3.601
H -1.795 0.644 3.304
H -2.867 1.949 2.506
H -2.278 1.592 5.591
H -3.071 2.944 5.048
H -0.920 3.984 5.022
H -0.828 3.322 3.445
H 1.233 2.563 4.438
H 0.086 1.103 4.511
H 2.335 0.430 7.046
H 2.884 1.831 7.874
H 4.697 1.318 6.302
H 3.884 2.680 5.762
H 4.358 1.085 3.849
H 2.674 0.695 4.221
H 2.962 -1.144 5.189
H 4.667 -1.021 5.659
H 4.201 -1.366 4.001
H 1.689 3.955 8.004
H 0.182 4.475 7.250
H 1.613 4.514 5.094
H 2.909 4.715 6.207
H 0.541 6.609 5.973
H 2.256 6.895 5.485
H 1.115 6.728 8.337
H 2.143 7.990 7.583
H 2.782 6.497 7.949
H 0.123 0.770 8.504
H -0.878 0.627 7.105
H -1.775 2.980 7.548
H -0.866 2.819 9.124
H -2.360 1.209 10.129
H -2.758 0.610 8.581
H -3.774 3.313 9.682
H -4.697 1.899 9.506
H -3.983 2.908 8.134
C 0.210 -5.439 3.758
C 0.240 -4.445 2.585
C 1.350 -3.329 2.761
O 0.920 -2.322 1.913
C 1.362 -1.010 2.262
N 0.430 -5.137 1.231
H -0.334 -5.747 0.976
H 0.434 -4.409 0.530
H 1.215 -5.769 1.161
H -0.545 -6.182 3.503
H 0.007 -5.013 4.741
H 1.144 -5.967 3.951
H -0.768 -4.032 2.577
H 2.320 -3.715 2.448
H 1.497 -2.917 3.759
H 1.191 -0.664 3.282
H 0.790 -0.408 1.556
H 2.382 -0.840 1.919
C -1.870 -1.279 -6.238
C -2.478 -0.322 -7.281
C -1.494 0.418 -8.208
O -2.250 1.007 -9.218
C -1.386 1.635 -10.229
N -3.615 -1.076 -8.068
H -3.101 -1.658 -8.713
H -4.158 -1.640 -7.430
H -4.179 -0.493 -8.669
H -1.317 -0.655 -5.536
H -1.273 -2.144 -6.526
H -2.572 -1.640 -5.486
H -3.075 0.405 -6.731
H -0.810 -0.370 -8.525
H -0.905 1.140 -7.642
H -1.959 2.150 -11.000
H -0.644 0.874 -10.469
H -0.803 2.337 -9.631
C -1.899 -0.233 0.647
C -1.347 -1.072 -0.474
O -0.195 -1.004 -0.896
N -2.295 -2.052 -1.131
H -1.795 -2.818 -1.560
H -2.776 -2.593 -0.427
C -3.361 -1.502 -2.076
H -2.927 0.129 0.623
H -1.324 0.688 0.742
H -1.783 -0.627 1.657
H -3.793 -0.588 -1.670
H -4.090 -2.286 -2.280
H -2.952 -1.213 -3.045
P -0.124 -4.625 -2.675
F -0.287 -5.611 -1.414
F 0.288 -3.486 -1.613
F 1.524 -4.874 -2.757
F 0.072 -3.413 -3.807
F -0.495 -5.655 -3.907
F -1.686 -4.213 -2.698
P -5.755 -0.120 -4.633
F -4.247 0.484 -4.293
F -5.440 0.168 -6.193
F -5.158 -1.580 -4.592
F -7.208 -0.650 -5.097
F -6.019 -0.221 -3.041
F -6.216 1.456 -4.474
P 2.015 2.954 0.704
F 1.380 3.991 -0.381
F 1.694 1.681 -0.299
F 3.544 3.015 0.131
F 2.483 1.927 1.902
F 2.381 4.139 1.742
F 0.526 2.897 1.382
P -3.673 -5.097 0.717
F -5.122 -5.728 1.239
F -3.519 -4.540 2.199
F -3.054 -6.539 1.232
F -2.228 -4.501 0.210
F -3.916 -5.754 -0.762
F -4.580 -3.783 0.327
P -6.179 1.163 0.616
F -6.412 2.489 -0.170
F -5.455 1.941 1.877
F -7.631 1.267 1.375
F -5.889 -0.277 1.386
F -6.902 0.284 -0.500
F -4.739 1.080 -0.220



5.
# C18H54N2O10

A 8-piece molecular cluster, C18H54N2O10 overall at a distorted geometry (ωB97M-V/def2-TZVPD, OMol25).

Energy relative to the best compared isomer or geometry (same formula, charge and spin) = 116.13 kcal per mole
Expectation value of S² = 0.754
LUMO (spin up / spin down) = -2.7 / -7.8 eV
Orbital gap (spin up / spin down) = 8.5 / 3.4 eV
E_tot = -42982.036 eV
Total charge = +1
Spin multiplicity = 2

Element x y z (Å)
C -6.312 2.552 -1.666
O -5.416 2.535 -2.851
C -4.533 3.701 -2.866
C -3.680 3.826 -4.204
N -2.852 2.715 -4.575
C -1.746 2.452 -3.671
C -1.143 1.067 -3.840
O -0.538 1.042 -5.128
C 0.494 0.019 -5.338
H -6.726 1.548 -1.578
H -7.108 3.295 -1.637
H -5.680 2.691 -0.789
H -3.893 3.710 -1.984
H -5.133 4.605 -2.762
H -3.138 4.772 -4.178
H -4.376 3.830 -5.043
H -2.608 2.698 -5.555
H -2.087 2.520 -2.638
H -0.981 3.226 -3.744
H -1.798 0.197 -3.868
H -0.385 0.956 -3.065
H 1.076 0.322 -6.208
H -0.102 -0.877 -5.508
H 1.155 -0.263 -4.518
C 1.630 -2.924 4.654
O 1.047 -2.799 3.359
C -0.189 -3.475 3.240
C -0.926 -2.883 1.990
N -1.258 -1.461 2.125
C -1.933 -0.910 0.910
C -2.638 0.434 1.261
O -3.602 0.175 2.277
C -4.849 0.866 2.064
H 1.081 -2.438 5.461
H 2.583 -2.396 4.650
H 1.874 -3.948 4.939
H -0.819 -3.401 4.127
H -0.107 -4.553 3.103
H -1.866 -3.426 1.895
H -0.351 -3.071 1.084
H -1.930 -1.429 2.879
H -2.723 -1.530 0.486
H -1.181 -0.882 0.121
H -3.025 0.763 0.297
H -1.998 1.234 1.633
H -5.439 0.773 2.976
H -5.377 0.582 1.153
H -4.709 1.947 2.046
C 3.242 3.513 2.060
O 3.649 3.288 0.719
H 4.061 4.023 2.567
H 2.423 4.210 1.877
H 2.980 2.605 2.604
H 3.072 2.616 0.349
C 4.875 -1.955 -1.435
O 4.380 -2.688 -2.499
H 5.298 -2.634 -0.695
H 5.589 -1.208 -1.781
H 4.016 -1.396 -1.063
H 4.485 -2.314 -3.377
C 0.967 0.693 3.881
O 0.975 0.474 2.461
H 1.356 -0.178 4.407
H 1.643 1.523 4.087
H -0.014 0.913 4.302
H 0.347 -0.245 2.352
C 2.904 -4.624 -0.026
O 3.221 -4.904 -1.398
H 2.458 -3.659 0.215
H 2.187 -5.345 0.369
H 3.744 -4.864 0.625
H 3.693 -4.124 -1.700
C 4.034 -0.139 2.150
O 3.745 -1.535 2.529
H 5.110 0.025 2.202
H 3.640 0.241 1.208
H 3.743 0.549 2.945
H 2.805 -1.681 2.656
C 1.646 -0.074 -1.014
O 1.509 1.102 -0.216
H 1.891 -0.920 -0.372
H 0.794 -0.536 -1.514
H 2.511 -0.070 -1.677
H 1.233 0.930 0.687



6.
# C12H17N

A 2-piece molecular cluster, C12H17N overall at a distorted geometry (ωB97M-V/def2-TZVPD, OMol25).

Energy relative to the best compared isomer or geometry (same formula, charge and spin) = 48.46 kcal per mole
LUMO = 0.9 eV
Orbital gap = 8.8 eV
SMILES string = CCc1c[nH]c2ccccc12.CC
E_tot = -14208.236 eV
Total charge = 0

Element x y z (Å)
C -3.042 0.459 2.302
C -1.522 0.633 2.075
C -1.161 0.850 0.634
C -1.346 2.059 0.010
N -0.970 1.999 -1.319
C -0.706 0.672 -1.658
C -0.271 -0.078 -2.835
C 0.011 -1.415 -2.701
C 0.066 -2.029 -1.464
C -0.288 -1.375 -0.356
C -0.633 -0.032 -0.376
H -3.544 1.432 2.452
H -3.095 -0.097 3.190
H -3.618 0.031 1.481
H -1.234 1.596 2.696
H -0.948 -0.232 2.387
H -1.689 2.980 0.563
H -1.207 2.698 -1.975
H -0.350 0.455 -3.719
H 0.245 -1.913 -3.674
H 0.520 -2.966 -1.405
H -0.264 -1.948 0.589
C 2.844 -0.289 -0.269
C 3.375 -0.589 1.111
H 3.301 0.409 -0.928
H 2.891 -1.248 -0.825
H 1.888 -0.156 -0.279
H 4.304 0.133 1.221
H 2.645 -0.402 1.858
H 3.798 -1.638 1.214



7.
# C4H11NS

A 2-piece molecular cluster, C4H11NS overall at a distorted geometry (ωB97M-V/def2-TZVPD, OMol25).

Energy relative to the best compared isomer or geometry (same formula, charge and spin) = 22.72 kcal per mole
Expectation value of S² = 0.760
LUMO (spin up / spin down) = -4.0 / -7.5 eV
Orbital gap (spin up / spin down) = 8.2 / 4.3 eV
E_tot = -16642.271 eV
Total charge = +1
Spin multiplicity = 2

Element x y z (Å)
C 1.816 0.778 1.380
S 2.131 -0.419 0.078
C 1.809 0.522 -1.422
H 1.109 1.577 1.181
H 1.596 0.268 2.314
H 2.789 1.210 1.617
H 1.225 1.388 -1.088
H 1.135 -0.019 -2.074
H 2.632 1.043 -1.894
C -1.422 -1.829 -0.120
C -2.209 -0.730 -0.482
N -2.353 0.299 0.315
H -1.171 -1.759 0.934
H -0.944 -2.461 -0.848
H -2.936 -0.827 -1.277
H -2.031 0.098 1.256
H -3.175 0.861 0.131



8.
# C4H7NO

A single C4H7NO molecule (ωB97M-V/def2-TZVPD, OMol25).

Energy relative to the best compared isomer or geometry (same formula, charge and spin) = 61.11 kcal per mole
LUMO = 1.0 eV
Orbital gap = 10.3 eV
SMILES string = O=CCN1CC1
E_tot = -7796.995 eV
Total charge = 0

Element x y z (Å)
O 3.079 -0.983 -0.290
C 2.117 -0.257 -0.296
C 0.775 -0.633 0.315
N -0.235 0.169 -0.298
C -1.629 -0.129 -0.411
C -1.142 1.090 0.304
H 2.147 0.755 -0.755
H 0.876 -0.524 1.406
H 0.562 -1.675 0.075
H -2.114 -0.889 0.203
H -1.987 -0.074 -1.434
H -1.162 2.045 -0.208
H -1.287 1.104 1.389